ORCA calculation (ωB97M-V/def2-TZVPD) on a structure of composition BrH10O5Zn.

Geometry as XYZ:
```
17
Properties=species:S:1:pos:R:3:forces:R:3
Zn -2.6630 -3.4501 -2.0388 1.10 1.32 0.65
Br -0.4812 -0.9862 -0.8107 -1.11 -1.30 -0.59
O 3.0360 0.9729 -2.3877 0.04 -0.17 0.22
H 3.0407 1.6271 -3.0865 0.10 0.22 -0.21
H 2.1190 0.7092 -2.3121 -0.17 -0.03 -0.05
O -3.1556 1.2902 2.4189 0.14 -0.24 0.17
H -2.7043 1.2890 1.5748 0.07 0.15 -0.24
H -4.0481 1.5684 2.2134 -0.25 0.13 -0.02
O 4.2498 -2.4277 -1.2191 0.03 0.16 0.03
H 3.2928 -2.4330 -1.2359 -0.17 0.06 -0.02
H 4.4959 -3.3514 -1.2675 0.17 -0.25 0.00
O -2.6553 2.5643 -1.1114 -0.21 -0.33 0.05
H -2.3288 3.3919 -0.7580 0.03 0.34 0.10
H -1.8729 2.0229 -1.2164 0.21 -0.05 -0.10
O -0.3416 -0.6565 3.8999 -0.14 0.14 -0.03
H -0.3736 -1.0233 3.0163 -0.05 -0.07 -0.15
H 0.3903 -1.1077 4.3206 0.22 -0.09 0.20
```
Forces are in eV/Å.

Its maximum force is 1.8 eV/A. The calculation puts the relative energy (zero: lowest compared OMol25 entry of this formula, charge and spin) at 823.69 kJ/mol. For the total energy, the calculation gives -128847.707 eV. As for the HOMO energy: -13.532 eV. The charge is +1. The frontier orbital gap is 2.94 eV.